(1)
Below is a single C3H6N2S molecule at a distorted geometry, with properties calculated with ωB97M-V with the def2-TZVPD basis set.

Summary:
Highest occupied orbital energy ... -8.22 eV
Structure (SMILES) ... N/C=C\C(N)=S
Strongest force on any atom ... 2.82 eV/A
Energy above the lowest of the compared OMol25 structures with the same formula, charge and spin ... 8.4 kcal per mole
Lowest unoccupied orbital energy ... 0.02910 hartree
Frontier orbital gap ... 9.0102 eV

Each line ends with the Löwdin charge.
Positions of all 12 atoms, in Å:
1 N -0.86 -1.87 -0.57  0.0786
2 C 0.05 -1.82 0.39  -0.2310
3 C 0.69 -0.74 0.85  -0.1447
4 C 0.41 0.61 0.32  -0.7968
5 N 1.08 1.63 0.94  0.0251
6 S -0.66 1.04 -0.93  0.6059
7 H -1.11 -1.02 -1.04  -0.0556
8 H -1.19 -2.77 -0.86  0.1014
9 H 0.28 -2.76 0.88  0.1236
10 H 1.42 -0.79 1.65  0.0983
11 H 0.79 2.61 0.82  0.0970
12 H 1.86 1.53 1.57  0.0984



(2)
Below is 2 unconnected molecules or ions with the total composition C5H13NO at a distorted geometry, with properties calculated with ωB97M-V with the def2-TZVPD basis set.

Summary:
Highest occupied orbital energy ... -8.48 eV
Structure (SMILES) ... CN1CCCC1.O
Strongest force on any atom ... 1.10 eV/A
Energy above the lowest of the compared OMol25 structures with the same formula, charge and spin ... 26.2 kcal per mole
Lowest unoccupied orbital energy ... 0.03075 hartree
Frontier orbital gap ... 9.3126 eV

Each line ends with the Löwdin charge.
Positions of all 20 atoms, in Å:
1 C 1.23 0.49 1.38  -0.1217
2 N 0.88 0.37 -0.03  -0.2105
3 C 0.63 1.68 -0.68  -0.1880
4 C -0.86 1.74 -0.99  -0.1827
5 C -1.27 0.27 -1.17  -0.1755
6 C -0.32 -0.49 -0.24  -0.1938
7 H 2.16 1.06 1.48  0.0801
8 H 1.44 -0.51 1.78  0.0760
9 H 0.47 0.97 2.02  0.0864
10 H 0.91 2.48 0.02  0.1084
11 H 1.21 1.74 -1.60  0.1096
12 H -1.17 2.31 -1.85  0.1013
13 H -1.44 2.15 -0.15  0.1087
14 H -1.13 -0.05 -2.20  0.1063
15 H -2.30 0.08 -0.89  0.1031
16 H -0.82 -0.62 0.72  0.1035
17 H 0.00 -1.44 -0.69  0.1051
18 O -0.08 -4.31 0.77  -0.0654
19 H 0.13 -3.36 0.71  0.0136
20 H 0.31 -4.57 1.62  0.0354



(3)
Below is a single C14H20N2OS2Si molecule at a distorted geometry, with properties calculated with ωB97M-V with the def2-TZVPD basis set.

Summary:
Highest occupied orbital energy ... -8.72 eV
Structure (SMILES) ... CC(C)(C)[Si](C)(C)Oc1ccc(-c2nnc(S)s2)cc1
Strongest force on any atom ... 4.22 eV/A
Energy above the lowest of the compared OMol25 structures with the same formula, charge and spin ... 7.7 kcal per mole
Lowest unoccupied orbital energy ... -0.00842 hartree
Frontier orbital gap ... 8.4894 eV

Each line ends with the Löwdin charge.
Positions of all 40 atoms, in Å:
1 C 0.31 3.99 -1.54  -0.1254
2 C 0.24 3.58 -0.09  -0.5546
3 C -0.50 4.74 0.65  -0.0784
4 C 1.72 3.28 0.46  -0.0665
5 Si -0.67 1.88 0.06  0.5624
6 C -2.01 1.86 -1.32  -0.1272
7 C -0.99 1.09 1.78  -0.1088
8 O 0.61 0.99 -0.45  -0.1869
9 C 0.58 -0.43 -0.34  -0.2280
10 C -0.38 -1.16 -1.15  0.0075
11 C -0.48 -2.56 -1.05  -0.0089
12 C 0.25 -3.27 -0.07  -0.2376
13 C 0.09 -4.71 0.18  -0.4770
14 N -0.89 -5.38 -0.45  -0.0031
15 N -0.87 -6.75 -0.29  -0.0463
16 C 0.13 -7.13 0.46  -1.1064
17 S 0.35 -8.81 0.97  0.7424
18 S 1.24 -5.92 0.84  1.0163
19 C 1.13 -2.57 0.79  -0.0383
20 C 1.35 -1.17 0.64  0.0035
21 H 1.04 4.74 -1.71  0.0683
22 H -0.63 4.39 -1.93  0.0887
23 H 0.63 3.20 -2.18  0.0700
24 H -1.22 5.16 0.03  0.0472
25 H -0.95 4.42 1.60  0.0739
26 H 0.20 5.52 0.86  0.0691
27 H 1.72 3.04 1.50  0.0599
28 H 1.99 2.35 0.01  0.0413
29 H 2.42 4.14 0.21  0.1014
30 H -2.88 2.45 -1.09  0.0312
31 H -2.35 0.86 -1.29  -0.0066
32 H -1.46 2.09 -2.23  0.0357
33 H -0.62 0.07 1.77  0.0093
34 H -2.00 0.93 2.17  0.0313
35 H -0.48 1.73 2.50  0.0328
36 H -0.86 -0.76 -2.01  0.0975
37 H -1.04 -3.20 -1.69  0.1041
38 H 1.62 -8.77 0.46  -0.1143
39 H 1.63 -3.16 1.60  0.1102
40 H 2.03 -0.71 1.34  0.1105